2 unconnected molecules or ions with the total composition CN4O2 in a non-equilibrium geometry. Source: OMol25; level of theory: wB97M-V/def2-TZVPD.

The geometry in XYZ format:
```
7
Properties=species:S:1:pos:R:3:forces:R:3:mulliken_charge:R:1
C -0.831 -0.123 -1.172 0.246 0.184 -2.789 0.1143
N 2.008 -0.679 1.134 0.999 -1.155 2.299 -0.3141
N -0.893 -0.869 -0.062 -0.059 -1.308 1.181 -0.3399
N 1.897 -0.018 0.261 -0.434 -1.356 1.032 0.8626
N -1.583 0.225 -0.096 1.338 -0.626 -0.180 0.7648
O 1.587 0.548 -0.683 -0.116 2.643 -3.189 -0.5292
O -2.183 0.916 0.618 -1.973 1.618 1.646 -0.5585
```
Forces are in eV/Å.

Output
Frontier orbital gap in eV: 9.9
Net charge: 0
LUMO in eV: -0.47
F_max in eV/A: 4.14
ΔE to the lowest compared entry with this formula, charge and spin in eV: 6.5064
HOMO in eV: -10.40

=====

9 unconnected molecules or ions with the total composition C37H77N7O16 in a non-equilibrium geometry. Source: OMol25; level of theory: wB97M-V/def2-TZVPD.

The geometry in XYZ format:
```
137
Properties=species:S:1:pos:R:3:forces:R:3:mulliken_charge:R:1
C -0.714 0.632 0.677 -2.235 -0.548 -0.288 1.2656
N -0.492 0.189 -0.731 0.343 0.861 1.527 1.2615
O 0.308 -0.691 -0.904 0.056 -0.374 -0.702 -0.3085
O -1.129 0.800 -1.574 0.099 -0.637 -0.455 -0.9610
H -1.399 1.470 0.565 0.882 0.732 0.417 -0.8234
H 0.159 0.650 1.314 0.157 0.469 -0.327 -0.2589
H -1.434 -0.093 1.073 0.446 -0.488 0.001 -0.4833
C 5.784 -2.246 -2.034 1.249 0.350 0.169 -1.1478
C 5.458 -2.116 -0.534 -1.870 -0.503 -2.014 0.1960
C 4.366 -1.009 -0.438 1.255 -1.168 1.020 -0.2859
O 3.872 -1.118 0.889 -0.158 0.575 0.167 -0.3309
C 3.042 -0.075 1.346 0.352 -0.073 0.976 -0.3711
N 4.940 -3.415 -0.041 1.022 0.781 0.982 -0.8150
H 4.871 -2.184 -2.625 0.025 -0.311 -0.089 -0.0547
H 6.375 -3.136 -2.251 -0.545 -0.388 0.148 0.4375
H 6.470 -1.479 -2.413 -0.348 0.459 0.240 0.3721
H 6.309 -1.856 0.093 0.092 0.077 -0.189 0.4704
H 3.538 -1.200 -1.122 0.174 0.290 -0.385 -0.0105
H 4.963 -0.116 -0.652 -0.835 0.651 0.105 0.4386
H 2.885 -0.216 2.419 0.238 -0.272 0.054 0.4597
H 2.023 -0.075 0.960 0.248 0.099 -0.794 -0.2244
H 3.555 0.885 1.280 -0.268 0.169 -0.534 0.1086
H 3.943 -3.516 -0.197 -0.051 0.212 -0.252 0.2553
H 5.014 -3.177 0.947 -0.498 -1.019 0.255 0.3851
C 1.352 5.334 2.772 -0.775 0.615 0.185 -1.6753
C 1.511 3.833 2.425 0.132 2.025 0.796 0.8769
C 2.933 3.357 2.759 -0.682 -1.636 -0.469 -0.2802
O 3.935 3.840 1.921 0.006 0.891 -0.890 -0.3562
C 5.183 3.204 2.051 -0.034 -0.194 1.268 -0.5417
N 0.597 2.934 3.085 -1.219 -0.885 0.518 -0.3637
H 0.301 5.624 2.891 -0.176 -0.425 -0.120 0.3631
H 1.671 5.963 1.938 0.482 -0.046 0.142 0.4215
H 1.795 5.697 3.703 0.449 -0.331 -0.067 0.3508
H 1.243 3.890 1.368 0.516 -1.014 -0.225 -0.0334
H 2.853 2.269 2.652 0.217 -0.066 0.075 0.0148
H 3.145 3.518 3.825 0.051 0.394 0.011 0.3334
H 5.258 2.217 1.585 -0.280 0.055 -0.270 0.0950
H 5.347 3.042 3.125 0.334 -0.050 0.002 0.3261
H 5.987 3.839 1.688 -0.220 0.152 -0.209 0.2784
H 0.541 2.971 4.099 0.914 0.257 0.029 0.2903
H -0.389 3.081 2.849 0.669 0.171 -0.646 0.1910
C -3.897 3.036 0.079 -2.035 0.740 0.033 -0.9401
C -3.553 4.494 0.400 2.595 -1.155 0.628 0.5588
C -2.113 4.486 1.013 -0.829 0.923 1.068 -1.1972
O -2.015 3.625 2.152 0.395 -0.493 -0.555 -0.3173
C -2.723 4.070 3.280 -0.865 -0.704 0.649 -0.9565
N -3.583 5.356 -0.783 0.052 -0.236 0.278 -0.7295
H -3.797 2.359 0.926 0.388 0.093 0.014 -0.0904
H -3.503 2.607 -0.842 0.426 0.202 0.085 0.1931
H -4.982 3.136 -0.054 -0.058 -0.661 -0.351 0.4833
H -4.181 4.802 1.238 -0.473 0.397 -0.432 0.3134
H -1.845 5.433 1.501 -0.112 0.588 -0.982 0.6390
H -1.382 4.254 0.237 0.142 -0.471 0.256 0.3411
H -2.898 5.146 3.358 0.107 0.070 -0.438 0.3947
H -2.241 3.772 4.215 0.518 -0.053 -0.277 0.3410
H -3.676 3.530 3.314 -0.254 0.382 -0.030 0.1871
H -3.493 4.757 -1.599 -0.174 0.033 -0.043 0.2055
H -2.726 5.901 -0.779 -0.191 0.323 -0.063 0.3615
C 2.570 -4.918 4.730 -0.035 -0.255 -0.186 -1.3284
C 1.163 -5.178 4.190 1.058 -1.115 -0.465 0.3270
C 0.907 -4.569 2.832 0.047 1.054 0.510 -0.1726
O 1.075 -3.167 3.046 -0.165 0.106 -0.427 -0.4598
C 0.461 -2.371 2.068 -0.150 0.436 -0.576 -0.2271
N 1.043 -6.646 4.013 -1.033 0.604 0.011 -0.7519
H 3.307 -5.349 4.047 -0.028 0.332 -0.306 0.2928
H 2.682 -5.565 5.603 0.025 0.550 0.433 0.3953
H 2.797 -3.868 4.906 0.038 -0.079 0.212 0.3103
H 0.424 -4.748 4.867 -0.168 -0.422 0.088 0.3274
H -0.115 -4.802 2.522 0.003 0.032 -0.104 -0.0288
H 1.616 -4.895 2.062 0.025 -0.228 0.018 0.2701
H -0.629 -2.467 2.054 -0.064 -0.129 0.191 0.0403
H 0.802 -2.534 1.037 0.201 -0.527 0.042 0.3037
H 0.708 -1.322 2.224 0.012 -0.083 0.549 0.1883
H 1.802 -6.927 3.407 0.053 -0.273 0.140 0.2780
H 1.119 -7.122 4.901 0.165 -0.095 -0.044 0.2732
C -5.022 -0.864 0.501 0.184 0.178 -0.443 -1.0647
C -5.220 -0.862 2.006 -0.062 -0.260 0.665 0.3035
C -3.915 -1.073 2.792 0.194 -0.743 -0.510 0.6384
O -4.129 -0.908 4.176 -0.432 -0.473 0.266 -0.4894
C -3.135 -1.572 4.921 0.843 0.967 0.705 -0.6896
N -5.995 0.279 2.496 0.196 0.753 0.238 -0.7611
H -5.912 -0.551 -0.046 -0.132 0.228 0.336 0.4530
H -4.801 -1.852 0.097 0.209 -0.098 0.340 0.2385
H -4.197 -0.218 0.189 -0.007 0.094 0.037 -0.0204
H -5.828 -1.740 2.239 -0.124 0.018 0.096 0.2878
H -3.079 -0.445 2.449 -0.176 0.314 -0.008 -0.2478
H -3.582 -2.107 2.636 0.038 0.017 -0.299 -0.0044
H -3.329 -1.520 5.993 -0.600 0.047 -0.116 0.3351
H -2.206 -0.995 4.822 0.282 -0.353 -0.241 0.2605
H -2.949 -2.620 4.678 -0.251 0.005 -0.432 0.2528
H -5.497 1.161 2.375 0.090 -0.117 -0.657 0.1891
H -6.011 0.257 3.514 -0.246 -0.543 -0.017 0.4114
C 3.112 -0.258 -5.538 -0.195 -1.265 0.101 -1.5018
C 1.822 -0.596 -4.761 1.071 0.490 -0.013 0.8794
C 1.590 -2.109 -4.552 0.652 0.700 -1.281 -0.8779
O 0.257 -2.389 -4.179 -0.422 0.046 0.239 -0.0448
C -0.784 -1.939 -5.047 -0.335 -0.582 -0.050 -0.9879
N 1.947 0.047 -3.445 -1.027 -0.228 0.160 -0.2617
H 3.939 -0.404 -4.843 0.162 0.118 -0.138 0.2790
H 3.136 0.753 -5.937 -0.144 0.057 0.174 0.3347
H 3.227 -0.964 -6.367 0.117 0.185 -0.137 0.3865
H 1.013 -0.137 -5.342 -0.311 -0.455 0.064 0.1470
H 2.260 -2.535 -3.803 -0.222 0.334 0.412 0.0812
H 1.867 -2.666 -5.455 -0.344 0.131 -0.266 0.4295
H -1.608 -2.641 -4.899 -0.028 -0.011 0.028 0.4054
H -0.508 -2.012 -6.100 0.214 0.169 0.001 0.4105
H -1.182 -0.954 -4.805 0.415 0.180 0.070 0.1616
H 1.423 0.919 -3.474 0.426 0.047 0.062 0.2176
H 1.380 -0.516 -2.816 0.122 0.103 0.294 0.0091
C -2.088 5.130 -4.585 -0.428 -0.135 -0.923 -0.9635
C -1.279 5.718 -5.468 1.170 1.655 -0.975 0.4543
C 0.147 5.278 -5.750 -0.269 -1.767 1.446 0.4884
O 0.896 5.764 -6.560 -0.552 0.823 -0.314 -0.5762
C 0.558 4.147 -4.906 0.003 0.119 -0.215 -0.6261
C -0.284 3.515 -4.067 1.455 -0.803 -0.005 0.0630
C -1.715 3.876 -3.933 -0.756 1.416 -0.084 1.1352
O -2.502 3.232 -3.268 0.473 -0.413 0.139 -0.5893
O 0.163 2.491 -3.311 -0.978 0.532 -0.073 -0.0951
O -1.636 6.835 -6.127 -0.722 -0.230 0.341 -0.5418
H -3.098 5.522 -4.583 -0.108 -0.243 0.558 0.4383
H 1.592 3.859 -5.037 -0.016 -0.219 0.246 0.5123
H -0.592 2.150 -2.778 0.304 -0.079 -0.177 0.0251
H -0.912 7.223 -6.636 0.339 -0.420 -0.015 0.3441
C -1.285 -3.589 -1.724 0.065 -0.423 -0.006 -0.3434
C -0.992 -4.775 -2.298 -0.557 0.414 -2.097 0.8753
C -1.445 -6.091 -1.754 0.163 0.124 1.962 -0.0306
O -1.366 -7.159 -2.299 0.005 0.129 -0.481 -0.5652
C -1.893 -5.941 -0.344 -0.621 0.584 0.660 -0.5460
C -2.132 -4.761 0.255 -0.546 -0.680 0.753 0.5104
C -1.972 -3.448 -0.431 1.985 0.145 -1.200 -0.3607
O -2.171 -2.344 0.028 -0.687 -0.266 0.614 -0.1374
O -2.502 -4.683 1.562 -0.217 0.758 -0.232 -0.3860
O -0.482 -4.868 -3.544 0.140 0.103 0.743 -0.5823
H -0.944 -2.702 -2.239 -0.217 0.240 0.198 0.4327
H -2.075 -6.760 0.343 0.239 -0.641 -0.631 0.4163
H -2.947 -5.476 1.880 0.211 -0.200 -0.182 0.2961
H -0.222 -3.960 -3.849 0.138 -0.319 0.180 0.5015
```
Forces are in eV/Å.

Output
Frontier orbital gap in eV: 7.3
Net charge: 0
LUMO in eV: -1.80
F_max in eV/A: 2.91
Structure (SMILES): O=C1C=C(O)C(=O)C=C1O.O=C1C=C(O)C(=O)C=C1O.C[N+](=O)[O-].COC[C@H](C)N.COC[C@H](C)N.COC[C@H](C)N.COC[C@H](C)N.COC[C@H](C)N.COC[C@H](C)N
HOMO in eV: -9.11

=====

> The lowest LUMO belongs to which entry?

C37H77N7O16